(1)
# C23H35N6RuSe

A molecular structure, C23H35N6RuSe (ωB97M-V/def2-TZVPD, the Open Molecules 2025 dataset).

CARTESIAN COORDINATES (ANGSTROEM)
Ru (1.301, 0.124, -0.090)
C (3.796, -0.414, 1.508)
C (3.112, 0.800, 2.090)
N (1.640, 0.617, 2.005)
C (0.972, 1.899, 2.315)
C (0.998, 2.793, 1.092)
C (0.505, 4.082, 1.114)
C (0.471, 4.804, -0.071)
C (0.915, 4.205, -1.239)
C (1.382, 2.905, -1.187)
C (1.750, 2.136, -2.436)
N (2.304, 0.821, -2.071)
C (3.722, 0.968, -1.666)
C (4.185, -0.311, -1.017)
N (3.309, -0.656, 0.127)
N (1.455, 2.224, -0.036)
H (3.504, -1.284, 2.100)
H (4.885, -0.349, 1.553)
H (3.359, 1.695, 1.520)
H (3.421, 0.970, 3.125)
H (1.338, -0.095, 2.664)
H (1.473, 2.393, 3.153)
H (-0.060, 1.710, 2.610)
H (0.137, 4.505, 2.039)
H (0.078, 5.811, -0.087)
H (0.877, 4.726, -2.186)
H (2.467, 2.712, -3.031)
H (0.856, 1.995, -3.046)
H (2.224, 0.185, -2.858)
H (3.780, 1.802, -0.967)
H (4.352, 1.216, -2.525)
H (5.236, -0.284, -0.726)
H (4.076, -1.116, -1.748)
H (3.172, -1.656, 0.064)
C (-6.731, -0.828, 0.658)
C (-5.315, -0.439, 0.364)
C (-4.242, -1.122, 0.934)
C (-2.932, -0.783, 0.662)
C (-1.840, -1.568, 1.307)
C (-2.663, 0.295, -0.215)
Se (-0.957, 0.974, -0.647)
C (-3.746, 1.016, -0.797)
C (-3.623, 2.196, -1.728)
C (-5.037, 0.620, -0.490)
H (-6.782, -1.678, 1.335)
H (-7.255, -1.089, -0.263)
H (-7.271, 0.005, 1.110)
H (-4.444, -1.945, 1.609)
H (-2.260, -2.326, 1.966)
H (-1.169, -0.934, 1.891)
H (-1.246, -2.056, 0.542)
H (-2.603, 2.456, -1.985)
H (-4.091, 3.069, -1.270)
H (-4.164, 1.988, -2.651)
H (-5.861, 1.166, -0.936)
C (-0.671, -4.918, -0.300)
N (0.690, -4.353, -0.307)
C (1.890, -5.201, -0.381)
C (0.844, -3.059, -0.233)
N (0.955, -1.908, -0.169)
H (-0.578, -5.997, -0.364)
H (-1.240, -4.562, -1.157)
H (-1.189, -4.665, 0.623)
H (1.565, -6.234, -0.447)
H (2.501, -5.088, 0.515)
H (2.475, -4.965, -1.269)

Summary:
ΔE to the lowest compared entry with this formula, charge and spin, kcal/mol: 14.9
Highest occupied orbital energy (alpha / beta), eV: -12.94 / -13.23
2S+1: 2
Charge: +2
⟨S²⟩: 0.77
Gap between HOMO and LUMO (alpha / beta), eV: 7.87 / 6.06

---

(2)
# C24H62N3NaO11

A molecular structure, C24H62N3NaO11 (ωB97M-V/def2-TZVPD, the Open Molecules 2025 dataset).

CARTESIAN COORDINATES (ANGSTROEM)
Na (-19.670, 14.129, -5.995)
N (-17.614, 15.084, -3.114)
O (-17.937, 15.190, -4.312)
O (-16.435, 14.830, -2.818)
O (-18.467, 15.233, -2.207)
C (-16.610, 13.238, 1.830)
C (-16.356, 14.093, 0.601)
C (-15.370, 15.221, 0.863)
O (-15.982, 13.251, -0.497)
H (-17.118, 13.836, 2.588)
H (-15.660, 12.915, 2.270)
H (-17.187, 12.356, 1.565)
H (-17.316, 14.573, 0.344)
H (-14.390, 14.855, 1.190)
H (-15.786, 15.929, 1.579)
H (-15.158, 15.764, -0.066)
H (-16.119, 13.771, -1.304)
C (-21.650, 17.699, 0.739)
C (-20.620, 17.403, -0.332)
C (-19.218, 17.548, 0.193)
O (-20.866, 16.085, -0.815)
H (-21.543, 18.718, 1.112)
H (-21.625, 16.971, 1.552)
H (-22.660, 17.627, 0.319)
H (-20.777, 18.125, -1.149)
H (-18.988, 18.584, 0.463)
H (-18.446, 17.220, -0.506)
H (-19.087, 16.959, 1.108)
H (-20.079, 15.774, -1.279)
C (-12.973, 14.231, -2.412)
C (-12.811, 14.869, -3.796)
C (-12.516, 13.775, -4.832)
O (-13.990, 15.576, -4.150)
H (-13.896, 13.646, -2.368)
H (-13.049, 15.005, -1.641)
H (-12.128, 13.598, -2.144)
H (-11.967, 15.558, -3.732)
H (-12.521, 14.161, -5.854)
H (-13.307, 13.018, -4.786)
H (-11.561, 13.283, -4.638)
H (-14.756, 15.103, -3.795)
C (-19.573, 11.144, -2.489)
C (-20.622, 11.983, -3.178)
C (-21.778, 12.378, -2.274)
O (-19.989, 13.125, -3.779)
H (-19.201, 11.651, -1.585)
H (-18.724, 10.999, -3.154)
H (-19.940, 10.189, -2.106)
H (-21.026, 11.389, -4.007)
H (-22.151, 11.506, -1.736)
H (-22.618, 12.743, -2.872)
H (-21.504, 13.186, -1.598)
H (-19.643, 13.686, -3.053)
C (-19.621, 20.356, -9.062)
O (-19.449, 19.578, -7.906)
C (-20.630, 19.477, -7.143)
C (-20.306, 18.711, -5.897)
N (-19.472, 19.532, -5.017)
C (-19.170, 18.838, -3.757)
C (-17.911, 19.412, -3.143)
O (-16.839, 19.463, -4.060)
C (-16.101, 18.249, -4.102)
H (-20.269, 19.850, -9.793)
H (-18.638, 20.498, -9.508)
H (-20.053, 21.339, -8.839)
H (-21.387, 18.934, -7.739)
H (-21.021, 20.465, -6.888)
H (-19.766, 17.773, -6.087)
H (-21.226, 18.513, -5.338)
H (-18.587, 19.714, -5.485)
H (-19.132, 17.746, -3.905)
H (-20.018, 19.031, -3.088)
H (-17.606, 18.861, -2.245)
H (-18.106, 20.441, -2.830)
H (-16.712, 17.417, -4.473)
H (-15.674, 18.001, -3.127)
H (-15.276, 18.385, -4.800)
C (-15.499, 10.775, -3.896)
O (-15.864, 11.271, -5.160)
C (-16.359, 12.608, -5.082)
C (-16.661, 13.062, -6.492)
N (-17.938, 12.481, -6.977)
C (-18.227, 12.807, -8.382)
C (-18.014, 14.233, -8.790)
O (-19.047, 15.036, -8.214)
C (-18.956, 16.405, -8.605)
H (-14.834, 11.475, -3.375)
H (-14.990, 9.828, -4.054)
H (-16.374, 10.618, -3.253)
H (-15.594, 13.264, -4.650)
H (-17.263, 12.641, -4.463)
H (-15.819, 12.737, -7.124)
H (-16.699, 14.150, -6.505)
H (-17.882, 11.472, -6.907)
H (-19.268, 12.562, -8.612)
H (-17.622, 12.191, -9.067)
H (-18.110, 14.270, -9.884)
H (-17.037, 14.651, -8.537)
H (-19.826, 16.931, -8.226)
H (-18.934, 16.493, -9.696)
H (-18.063, 16.879, -8.184)

Summary:
ΔE to the lowest compared entry with this formula, charge and spin, kcal/mol: 0.0
Highest occupied orbital energy, eV: -8.68
2S+1: 1
Gap between HOMO and LUMO, eV: 8.25

---

(3)
# C5H10O2

A molecular structure, C5H10O2 (ωB97M-V/def2-TZVPD, the Open Molecules 2025 dataset).

CARTESIAN COORDINATES (ANGSTROEM)
C (-0.704, -1.643, 1.980)
O (0.178, -1.031, 1.042)
C (-0.341, -0.038, 0.324)
C (0.390, 0.540, -0.779)
C (0.313, 2.025, -1.017)
C (1.349, -0.266, -1.495)
O (2.127, 0.158, -2.337)
H (-1.177, -0.888, 2.619)
H (-0.090, -2.311, 2.583)
H (-1.475, -2.208, 1.445)
H (-1.038, 0.632, 0.833)
H (-1.578, -0.830, -0.335)
H (-0.863, -0.267, -0.912)
H (0.902, 2.243, -1.911)
H (-0.711, 2.379, -1.190)
H (0.735, 2.608, -0.188)
H (1.328, -1.352, -1.253)

Summary:
ΔE to the lowest compared entry with this formula, charge and spin, kcal/mol: 142.2
Highest occupied orbital energy, eV: -7.91
2S+1: 1
Gap between HOMO and LUMO, eV: 8.16